Entry 1:
Molecular formula: C28H47F6IN7O6S
Method: DFT, ωB97M-V with the def2-TZVPD basis set

Geometry as XYZ:
```
96
C28H47F6IN7O6S ωB97M-V with the def2-TZVPD basis set
I 2.4337 -1.9353 0.2785
S -2.5975 -5.4609 -0.8525
F -4.2376 -3.5810 -1.7786
F -2.9880 1.9678 2.7101
F -2.1210 3.2620 1.1408
F -4.4720 -5.5364 -2.6183
F 0.2826 1.9073 2.8374
F -5.2426 -5.1930 -0.6527
O -2.8877 -6.4584 0.1131
O -3.2326 -1.2694 -1.0528
O 3.5913 -2.7357 -2.7190
O 3.4124 1.4223 2.2165
O -1.8977 -5.8987 -2.0052
O 2.0780 -4.4241 -2.6298
N -0.4796 -3.8089 -0.0532
N 3.8240 2.5121 2.7792
N -3.8132 -3.3850 1.2013
N -1.6988 -2.4595 1.2879
N -1.8097 -4.2034 -0.0343
N -3.0548 -0.0799 -1.5442
N 0.5331 -1.9023 1.0073
C -4.0713 2.2066 -1.5655
C 5.1058 3.4211 0.8355
C 4.9649 0.9099 4.3144
C 6.4101 3.2722 1.6143
C 6.3074 2.1388 2.6333
C 2.6198 3.6117 0.8992
C 0.8277 -3.9072 -2.1712
C 3.8903 3.5879 1.7473
C -0.4753 -2.7095 0.7397
C -2.4511 -0.2027 -2.9035
C -4.2796 -4.8792 -1.4890
C -1.9229 2.2711 1.9873
C -4.7738 0.2631 -3.8993
C 0.2494 -0.7752 1.9249
C -5.3499 0.2507 -2.4849
C -2.4894 -3.3815 0.8040
C -0.5165 0.3139 1.1800
C 5.2911 3.3087 4.6251
C -3.4892 -0.5635 -3.9726
C 2.8301 -3.4738 -3.2756
C -4.3329 0.6908 -1.4334
C -0.7196 1.5184 2.0401
C 5.0763 2.2230 3.5422
C 0.5098 -4.5445 -0.8211
C -4.9451 0.5374 -0.0423
C -1.3519 -1.2642 -2.9280
C -1.7401 1.1200 -3.2816
C 3.9337 4.9782 2.4085
H -4.9727 2.7676 -1.3216
H 3.8251 5.7537 1.6507
H 7.2088 2.1215 3.2490
H 4.8683 5.1905 2.9201
H 5.1771 4.2773 0.1618
H 4.9733 2.5404 0.1980
H -0.5934 -1.0680 -2.1641
H 0.0423 0.6377 0.2966
H -6.2263 0.8993 -2.4393
H 5.8458 0.7766 4.9404
H -0.8590 -1.2605 -3.8990
H 0.0584 -4.1839 -2.8944
H 5.7550 2.8881 5.5159
H 6.2910 1.1896 2.0871
H 7.2250 3.0610 0.9196
H -1.7424 -2.2703 -2.7738
H -0.8546 0.9310 -3.8872
H 2.6394 4.4699 0.2289
H 0.8732 -2.8209 -2.1029
H 0.2126 -5.5712 -1.0127
H 2.7069 -3.4230 -4.3670
H 1.3928 -4.6597 -0.1998
H -4.1194 -4.3090 1.4900
H -0.2388 -1.0846 2.8438
H -4.4510 -3.0025 0.5124
H -4.5885 1.2883 -4.2296
H -5.5079 -0.1497 -4.5929
H -5.8098 1.1916 0.0544
H -3.0415 -0.4508 -4.9620
H -3.2903 2.5245 -0.8750
H 2.5188 2.7214 0.2781
H -1.4004 1.6564 -2.3946
H -3.7862 2.5301 -2.5632
H -2.3698 1.7880 -3.8670
H 5.9454 4.1147 4.2950
H 3.1191 5.0948 3.1244
H 4.3437 3.7428 4.9451
H -3.7575 -1.6208 -3.8761
H 4.9097 0.0438 3.6559
H 1.7323 3.6969 1.5293
H 4.0869 0.9033 4.9631
H 6.6711 4.2106 2.1101
H 1.1913 -0.3262 2.2324
H -4.2283 0.8131 0.7344
H -1.5119 -0.0471 0.9337
H -5.2885 -0.4780 0.1511
H -5.7052 -0.7599 -2.2583
```

Values from the calculation:
Molecular weight (g mol⁻¹): 850.69
2S+1: 3
LUMO (spin up / spin down) (eV): -3.5 / -3.5
HOMO-LUMO gap (spin up / spin down) (eV): 6.95 / 6.85
<S²>: 3.00
Charge: +1
Total energy (eV): -87738.7153

Atomic partial charges in e from the Mulliken method, atoms 1 to 2: 0.272, 1.229

---

Entry 2:
Molecular formula: C28H48Cl16O12
Method: DFT, ωB97M-V with the def2-TZVPD basis set

Geometry as XYZ:
```
104
C28H48Cl16O12 ωB97M-V with the def2-TZVPD basis set
Cl 5.4889 -0.2275 -2.2064
Cl -2.4061 0.2144 -8.4274
Cl -1.1317 -3.4669 -2.2449
Cl -1.6281 1.4895 1.5953
Cl -3.1556 2.9776 3.9026
Cl -1.9042 4.8234 -0.8426
Cl -2.9979 -3.7665 -6.1815
Cl 1.4288 -0.9802 1.2902
Cl -3.1470 -1.5869 3.4690
Cl -0.4686 -3.9228 3.0728
Cl -3.1128 0.7204 -5.3591
Cl -2.2181 4.4363 -4.1464
Cl 4.1557 2.6224 -1.6459
Cl -2.9086 -0.0113 -1.2016
Cl 0.1284 0.2916 -2.6370
Cl -5.5148 -2.0135 -0.9771
O 2.0689 -6.7124 0.8178
O 0.1474 3.6074 3.0495
O -0.1259 -6.8024 0.0637
O -0.8395 -0.2199 5.9293
O 1.1616 -4.8885 0.0603
O -0.9954 1.8111 6.9470
O 7.5534 -0.5444 2.1718
O 1.7086 2.3467 1.9528
O 5.9522 0.4942 3.2382
O 5.8895 0.5551 1.0428
O 0.5074 1.3734 5.3072
O 2.2659 3.6037 3.8029
C -3.4015 3.3390 2.2172
C 1.3749 3.1670 2.8515
C 0.1778 4.4746 4.0448
C 1.0036 0.1965 4.7233
C -2.3051 3.2381 -2.9243
C -5.6575 -0.3477 -1.6196
C 4.1429 0.3116 -3.1293
C 2.5466 -4.5802 0.3049
C -1.0782 0.3638 -7.1589
C -3.2910 2.1063 1.3672
C 4.7129 1.3192 1.3290
C -1.2995 3.4138 -1.8470
C -4.3276 -0.0087 -2.2457
C -2.1305 -3.1238 -3.6307
C -0.1937 -0.7309 4.8142
C 4.1789 1.7984 -3.3061
C -3.1160 -3.1329 2.5444
C -1.6591 -3.4140 1.8542
C 1.3164 0.0185 -0.1183
C 0.9127 -6.1980 0.3585
C -1.6031 1.3315 -6.0089
C 4.7024 0.9954 2.8352
C 1.5606 4.5536 4.5552
C 6.5591 0.1263 2.1426
C -0.5087 1.0609 6.1033
C 2.9879 -5.7823 1.1273
C -2.1133 -4.2318 -4.7203
C 0.5779 -0.7375 -1.2264
H 1.5175 4.2379 5.5975
H -4.1211 0.8848 -2.8349
H -2.5536 -5.1587 -4.3528
H 4.7194 2.4060 1.2453
H 3.3568 2.1569 -3.9256
H -1.8168 -4.2295 1.1483
H -0.3809 -0.9835 -0.7698
H -4.0542 1.3835 1.6554
H -1.7972 -2.2383 -4.1719
H -2.0759 2.2454 -3.3117
H -4.3613 3.8424 2.1015
H -1.6388 2.3370 -6.4281
H -3.9276 -3.0836 1.8185
H 3.9388 0.2511 3.0611
H -0.7458 -0.5716 3.8880
H -0.1158 5.4532 3.6650
H 3.1107 -4.4821 -0.6226
H 1.9666 5.5650 4.5332
H 5.1157 2.0084 -3.8222
H 1.3588 0.3552 3.7051
H 2.6187 -3.6677 0.8967
H -4.0386 -0.7582 -2.9825
H -0.9435 -0.6761 -6.8614
H -0.9586 1.3557 -5.1302
H -1.2394 2.5339 -1.2064
H -1.4691 -2.5343 1.2393
H 0.1022 -1.7633 5.0008
H -1.0991 -4.3828 -5.0900
H -3.3078 -3.9425 3.2485
H -5.8759 0.3444 -0.8064
H 4.1958 -0.1635 -4.1089
H -3.3251 3.1407 -2.5525
H -0.1971 0.7702 -7.6554
H -3.4060 2.3508 0.3112
H 2.3214 0.3136 -0.4201
H -2.6399 4.0822 1.9811
H -0.4102 3.6024 -2.4484
H 4.4989 1.9548 3.3110
H 4.0244 -5.9502 0.8346
H 0.7198 0.8727 0.2017
H 1.1234 -1.6221 -1.5553
H 1.8675 -0.3019 5.1631
H 3.2307 -0.0347 -2.6435
H -3.1334 -2.8405 -3.3112
H 3.8524 0.9301 0.7846
H 3.0044 -5.6641 2.2108
H -0.5980 4.1922 4.7565
H -6.3852 -0.2713 -2.4276
```

Values from the calculation:
Molecular weight (g mol⁻¹): 1143.93
Structure (SMILES): O=C1OCCO1.O=C1OCCO1.O=C1OCCO1.O=C1OCCO1.ClCCCl.ClCCCl.ClCCCl.ClCCCl.ClCCCl.ClCCCl.ClCCCl.ClCCCl
2S+1: 1
LUMO (eV): 0.0
HOMO-LUMO gap (eV): 10.58
Energy relative to the best compared isomer or geometry (same formula, charge and spin) (kJ/mol): 275.2
Total energy (eV): -254743.2257

Atomic partial charges in e from the Mulliken method, atoms 1 to 2: -0.130, -0.203

---

Entry 3:
Molecular formula: C28H49AsF6HfN7
Method: DFT, ωB97M-V with the def2-TZVPD basis set

Geometry as XYZ:
```
92
C28H49AsF6HfN7 ωB97M-V with the def2-TZVPD basis set
Hf 1.2658 -3.8296 -0.5667
As -0.1097 -0.1428 0.7026
F 0.5532 -1.7160 0.0168
F -1.7245 -0.5910 0.1521
F -0.3880 -1.0084 2.1973
F -0.6859 1.3348 1.3908
F 0.2143 0.6049 -0.8089
F 1.5040 0.1405 1.3288
N 1.7137 -1.9758 -2.4150
N -0.8322 -2.9930 -1.7483
N -5.5266 -0.1194 -2.0138
N 3.1109 -2.1788 -0.1519
N 1.5406 -3.2482 1.9440
N -0.8872 -3.8379 0.8656
N 1.4852 4.4075 -2.3586
C 1.0753 4.1290 -1.3230
C -3.0787 -3.2799 3.7138
C 0.9330 4.7250 1.1460
C -3.0609 -1.9493 -4.2454
C -1.7322 -2.4452 -2.2069
C -2.8841 -1.7508 -2.7255
C 1.3715 0.5336 -4.8932
C -1.9149 -1.4739 -5.0938
C 1.9949 -1.3669 -3.3507
C 1.9863 -1.1474 4.7476
C 1.7878 -2.6362 4.4626
C -3.9357 3.4098 -1.1127
C -5.0522 0.4459 -1.1333
C 3.8728 1.6948 -0.0715
C -3.3539 2.1977 -0.3916
C -2.3563 -2.1118 4.3734
C 2.3587 -0.5692 -4.5109
C -1.8573 -3.5885 1.4264
C 1.6859 -2.9826 3.0506
C 1.0602 1.5253 -3.7675
C 0.4273 4.2318 2.4745
C 0.6100 3.7363 0.0130
C -3.0649 -3.2930 2.1653
C 3.2793 -0.5946 4.1425
C 5.0824 0.8141 -0.2183
C 3.9568 -1.4645 0.1587
C -4.4437 1.1740 -0.0030
C 5.0373 -0.5619 0.4700
H -2.6006 -1.9795 5.4233
H 0.9106 3.3071 2.8053
H 1.0270 2.7518 0.2200
H -4.0282 -1.5346 -4.5252
H 3.1995 -0.4225 3.0667
H 1.8688 1.0650 -5.7071
H 5.9853 -1.1029 0.4065
H 1.0800 -0.6904 4.3461
H 0.6329 2.4135 -4.2296
H -2.1044 -1.6583 -6.1507
H 2.5974 -3.2627 4.8563
H 2.0086 4.8966 1.2148
H 3.5692 1.9383 0.9454
H -2.6541 1.6078 -0.9894
H 0.5373 4.9721 3.2662
H -3.2594 4.1670 -1.5090
H 0.2962 1.1367 -3.0935
H -4.1307 -3.4051 3.9675
H -3.5181 -2.3764 1.7735
H -4.0146 0.3967 0.6308
H 0.4772 5.6820 0.8894
H 5.9966 1.2306 0.2095
H -1.7590 -0.3967 -4.9897
H -4.4392 3.1054 -2.0363
H 4.1248 -1.2333 4.3909
H -0.6318 3.9566 2.4778
H -3.7828 -4.0449 1.8137
H -0.9555 -1.9509 -4.8692
H 0.9130 -3.0130 4.9999
H 1.9596 1.8111 -3.2244
H 3.0307 1.1853 -0.5523
H 3.3701 -0.1673 -4.4149
H -3.1996 -3.0283 -4.3712
H 0.4947 0.1085 -5.3821
H 5.3368 0.5914 -1.2574
H -2.4434 -1.1599 3.8490
H 3.4088 0.4351 4.4787
H -4.6958 3.8749 -0.4852
H -3.8142 -2.0058 -2.2118
H -2.7896 -0.6744 -2.5431
H -2.8330 2.5013 0.5153
H -0.4745 3.6336 -0.0616
H 4.9500 -0.3825 1.5499
H 1.9941 -0.9648 5.8202
H -1.2928 -2.3450 4.2678
H 4.0212 2.6140 -0.6372
H -2.6303 -4.2342 4.0004
H 2.4677 -1.2845 -5.3347
H -5.2252 1.6870 0.5590
```

Values from the calculation:
Molecular weight (g mol⁻¹): 851.15
2S+1: 1
LUMO (eV): -13.5
HOMO-LUMO gap (eV): 3.38
Energy relative to the best compared isomer or geometry (same formula, charge and spin) (kJ/mol): 0.0
Charge: +3
Total energy (eV): -118685.0098

Atomic partial charges in e from the Mulliken method, atoms 1 to 2: 1.938, 1.897